ORCA calculation (ωB97M-V/def2-TZVPD) on 2 unconnected molecules or ions with the total composition C5H10O2 in a non-equilibrium geometry.

- Energy relative to the best compared isomer or geometry (same formula, charge and spin): 1.031 eV
- Gap between HOMO and LUMO (alpha / beta): 9.4 / 8.0 eV
- Net charge: +1
- Spin multiplicity: 2
- E_LUMO (alpha / beta): -5.0 / -7.6 eV

Cartesian coordinates (Å):
C  -0.19  2.30  -0.62
C  -0.65  1.13  0.15
C  -0.77  -0.15  -0.41
O  -0.31  -0.36  -1.64
C  -0.64  -1.30  0.45
C  -1.45  -1.60  1.51
H  -0.96  3.03  -0.88
H  0.36  1.96  -1.49
H  0.45  2.84  0.09
H  -0.98  1.21  1.18
H  0.64  -0.57  -1.74
H  -0.02  -2.10  0.05
H  -1.89  -0.85  2.15
H  -1.47  -2.65  1.78
H  3.26  -0.64  -0.50
H  2.16  -1.12  0.42
O  2.45  -1.12  -0.50

natural (NBO) atomic charge list, values in e, 8 entries: C -0.71; C 0.09; C 0.38; O -0.68; C -0.24; C -0.15; H 0.30; H 0.26

ORCA calculation (ωB97M-V/def2-TZVPD) on 2 unconnected molecules or ions with the total composition C5H10O2 in a non-equilibrium geometry.

- Energy relative to the best compared isomer or geometry (same formula, charge and spin): 1.322 eV
- Gap between HOMO and LUMO (alpha / beta): 7.9 / 4.0 eV
- Net charge: +1
- Spin multiplicity: 2
- E_LUMO (alpha / beta): -4.4 / -8.3 eV

Cartesian coordinates (Å):
C  -1.24  -1.77  1.16
C  -0.17  -2.54  1.38
O  0.42  -2.68  2.59
H  -1.50  -1.58  0.13
H  -1.84  -1.35  1.96
H  0.22  -3.18  0.59
H  0.61  -3.61  2.76
C  -1.19  1.66  -1.24
C  0.17  1.96  -1.17
O  0.54  3.15  -1.58
C  1.25  1.06  -0.67
H  -1.49  0.75  -0.75
H  -1.87  2.40  -1.63
H  1.46  3.13  -1.92
H  0.84  0.14  -0.24
H  1.96  0.86  -1.48
H  1.78  1.60  0.11

natural (NBO) atomic charge list, values in e, 8 entries: C -0.53; C 0.15; O -0.68; H 0.18; H 0.22; H 0.17; H 0.49; C -0.11

ORCA calculation (ωB97M-V/def2-TZVPD) on C5H10O2P2 in the gas phase in a non-equilibrium geometry.

- Energy relative to the best compared isomer or geometry (same formula, charge and spin): 0.000 eV
- Gap between HOMO and LUMO: 8.4 eV
- Net charge: 0
- E_LUMO: -0.6 eV

Cartesian coordinates (Å):
C  -0.94  0.04  -0.07
C  1.38  0.49  -1.34
C  -0.23  0.64  2.25
C  1.36  0.52  0.27
C  -0.08  0.95  0.80
O  -0.76  -1.29  0.33
O  -1.59  0.43  -1.01
P  -2.20  -1.76  -2.19
P  -1.20  -2.59  -0.60
H  2.29  0.24  -1.77
H  1.06  1.51  -1.69
H  0.62  -0.14  -1.87
H  -0.98  -0.10  2.39
H  -0.52  1.51  2.71
H  0.68  0.23  2.89
H  1.55  -0.59  0.57
H  2.19  1.04  0.69
H  -0.36  1.92  0.51
H  -2.28  -3.07  -2.87

natural (NBO) atomic charge list, values in e, 8 entries: C 0.85; C -0.63; C -0.60; C -0.37; C -0.33; O -0.82; O -0.57; P -0.03

ORCA calculation (ωB97M-V/def2-TZVPD) on 2 unconnected molecules or ions with the total composition C5H10O2PS in a non-equilibrium geometry.

- Energy relative to the best compared isomer or geometry (same formula, charge and spin): 0.000 eV
- Gap between HOMO and LUMO: 8.3 eV
- Net charge: -1
- E_LUMO: 3.6 eV

Cartesian coordinates (Å):
C  0.72  -2.94  1.21
C  0.72  -1.81  0.81
C  -2.28  0.16  -1.57
C  3.08  0.05  0.80
C  -1.94  1.49  -0.79
O  0.45  0.80  1.15
O  1.10  -0.14  -1.13
P  1.29  -0.18  0.33
S  -2.55  1.39  0.94
H  -1.41  0.86  1.07
H  0.53  -3.99  1.62
H  -1.84  0.24  -2.51
H  -1.74  -0.61  -1.03
H  -3.35  -0.04  -1.65
H  3.15  1.14  0.72
H  3.46  -0.16  1.78
H  3.75  -0.24  -0.03
H  -2.34  2.42  -1.13
H  -0.81  1.57  -0.58

natural (NBO) atomic charge list, values in e, 8 entries: C -0.30; C -0.38; C -0.62; C -1.02; C -0.51; O -1.18; O -1.16; P 2.16

ORCA calculation (ωB97M-V/def2-TZVPD) on 2 unconnected molecules or ions with the total composition C5H10O2Si2 in a non-equilibrium geometry.

- Energy relative to the best compared isomer or geometry (same formula, charge and spin): 2.521 eV
- Gap between HOMO and LUMO: 8.8 eV
- Net charge: 0
- E_LUMO: -0.1 eV

Cartesian coordinates (Å):
C  0.62  -2.43  -0.38
C  -0.46  -1.59  -0.65
C  1.17  -2.03  0.79
C  -0.49  -0.63  0.34
C  -1.56  2.00  -0.53
O  0.52  -0.95  1.20
O  1.50  2.21  -0.41
Si  2.40  1.04  -0.13
Si  -1.79  0.74  0.72
H  1.04  -3.27  -0.92
H  -1.15  -1.50  -1.42
H  1.97  -2.31  1.33
H  -2.40  2.63  -0.37
H  -0.64  2.39  -0.27
H  -1.61  1.56  -1.57
H  -3.11  0.23  0.35
H  2.90  0.30  -1.30
H  2.76  0.38  1.05
H  -1.67  1.23  2.17

natural (NBO) atomic charge list, values in e, 8 entries: C -0.31; C -0.30; C 0.08; C -0.11; C -1.12; O -0.43; O -1.17; Si 1.65

ORCA calculation (ωB97M-V/def2-TZVPD) on a molecular structure, C5H10O3 in a non-equilibrium geometry.

- Energy relative to the best compared isomer or geometry (same formula, charge and spin): 5.371 eV
- Gap between HOMO and LUMO: 8.7 eV
- Net charge: 0
- E_LUMO: -0.3 eV

Cartesian coordinates (Å):
C  0.61  -0.03  -2.25
C  1.24  -0.74  0.29
O  0.14  -0.86  -1.19
O  0.95  -1.94  0.89
O  2.35  -0.37  -0.01
H  1.67  -2.55  0.66
H  0.29  1.01  -2.13
H  1.70  -0.03  -2.31
H  0.21  -0.44  -3.19
C  -1.77  0.35  0.18
C  -0.96  0.72  1.21
C  -0.59  1.34  2.30
H  0.50  0.02  0.80
H  -0.81  -0.34  -0.70
H  -2.45  -0.48  0.36
H  -2.16  1.14  -0.46
H  0.43  1.38  2.64
H  -1.35  1.82  2.91

natural (NBO) atomic charge list, values in e, 8 entries: C -0.26; C 0.73; O -0.68; O -0.72; O -0.68; H 0.49; H 0.17; H 0.21

ORCA calculation (ωB97M-V/def2-TZVPD) on C5H10O3 in the gas phase in a non-equilibrium geometry.

- Energy relative to the best compared isomer or geometry (same formula, charge and spin): 1.492 eV
- Gap between HOMO and LUMO: 10.4 eV
- Net charge: 0
- E_LUMO: 0.8 eV

Cartesian coordinates (Å):
C  0.34  1.67  -0.25
C  -0.21  -0.59  0.84
C  -0.66  0.86  0.70
C  -1.09  -1.47  -0.12
C  -0.59  -2.27  -1.04
O  1.52  1.92  0.50
O  0.61  1.04  -1.45
O  1.15  -0.83  0.60
H  2.16  2.35  -0.08
H  0.87  0.12  -1.25
H  1.66  -0.15  1.06
H  -0.13  2.63  -0.52
H  -0.45  -0.92  1.87
H  -0.64  1.37  1.66
H  -1.66  0.95  0.27
H  -2.15  -1.38  0.03
H  -1.21  -2.90  -1.65
H  0.48  -2.39  -1.16

natural (NBO) atomic charge list, values in e, 8 entries: C 0.38; C 0.05; C -0.47; C -0.19; C -0.41; O -0.76; O -0.73; O -0.73

ORCA calculation (ωB97M-V/def2-TZVPD) on 2 unconnected molecules or ions with the total composition C5H10O3 in a non-equilibrium geometry.

- Energy relative to the best compared isomer or geometry (same formula, charge and spin): 2.924 eV
- Gap between HOMO and LUMO: 10.2 eV
- Net charge: 0
- E_LUMO: 0.3 eV

Cartesian coordinates (Å):
O  2.14  -1.73  1.20
C  1.80  -1.71  0.07
C  0.58  -0.86  -0.35
C  -0.75  -0.67  0.37
C  -0.71  0.40  1.53
C  -1.51  1.61  1.57
O  -1.68  2.25  2.60
H  2.15  -2.36  -0.68
H  1.12  0.13  -0.25
H  0.20  -1.03  -1.40
H  -1.58  -0.49  -0.33
H  -0.91  -1.71  0.93
H  -0.97  -0.02  2.51
H  0.37  0.58  1.56
H  -1.96  1.91  0.69
H  1.13  1.75  -3.07
H  -0.20  1.09  -3.53
O  0.76  0.87  -3.39

natural (NBO) atomic charge list, values in e, 8 entries: O -0.51; C 0.45; C -0.53; C -0.39; C -0.55; C 0.43; O -0.52; H 0.12

ORCA calculation (ωB97M-V/def2-TZVPD) on C5H10O3S in the gas phase in a non-equilibrium geometry.

- Energy relative to the best compared isomer or geometry (same formula, charge and spin): 4.798 eV
- Gap between HOMO and LUMO: 8.8 eV
- Net charge: 0
- E_LUMO: 0.6 eV

Cartesian coordinates (Å):
C  -0.95  0.34  -1.54
C  1.51  0.40  1.74
C  0.53  -0.77  2.26
C  1.09  0.85  0.37
C  -1.57  -0.65  -2.47
O  0.82  -1.40  -0.78
O  -0.53  -0.91  1.32
O  -1.89  1.39  -1.01
S  -0.11  -0.44  -0.23
H  1.42  1.17  2.40
H  2.62  0.16  1.78
H  1.17  -1.66  2.34
H  0.07  -0.61  3.13
H  0.53  1.83  0.44
H  1.99  0.90  -0.27
H  -1.82  -0.18  -3.40
H  -0.91  -1.62  -2.50
H  -2.48  -0.98  -2.18
H  -1.50  2.18  -1.39

natural (NBO) atomic charge list, values in e, 8 entries: C -0.14; C -0.45; C -0.05; C -0.61; C -0.69; O -0.95; O -0.69; O -0.74

ORCA calculation (ωB97M-V/def2-TZVPD) on C5H10O3S in the gas phase in a non-equilibrium geometry.

- Energy relative to the best compared isomer or geometry (same formula, charge and spin): 2.237 eV
- Gap between HOMO and LUMO: 9.3 eV
- Net charge: 0
- E_LUMO: 0.6 eV

Cartesian coordinates (Å):
C  1.42  1.49  -0.61
C  0.26  0.48  -0.49
C  1.42  -0.78  0.12
C  -0.84  0.84  0.43
C  -1.90  -0.28  0.76
O  0.90  -1.47  1.19
O  1.80  -1.55  -0.90
O  -2.74  -0.26  -0.39
S  2.61  0.68  0.48
H  1.86  1.36  -1.69
H  1.22  2.49  -0.51
H  -0.15  0.05  -1.42
H  -1.40  1.61  -0.06
H  -0.36  1.17  1.50
H  -1.47  -1.33  0.72
H  -2.31  -0.15  1.74
H  1.33  -2.37  1.17
H  1.76  -1.00  -1.69
H  -3.41  -0.97  -0.36

natural (NBO) atomic charge list, values in e, 8 entries: C -0.53; C -0.24; C 0.49; C -0.44; C -0.06; O -0.70; O -0.71; O -0.74

- net charge of number 10 (C5H10O3S)?
  0